Formula: C12H24N2O3
Source: the Open Molecules 2025 dataset
Level of theory: wB97M-V/def2-TZVPD

SMILES string: CC[C@H](C)[C@H](NC(=O)[C@@H](N)CC(C)C)C(=O)O
relative energy (zero: lowest compared OMol25 entry of this formula, charge and spin): 345.0 kJ/mol
molar mass: 244.335 g mol⁻¹
lowest unoccupied orbital energy: 0.39 eV
E: -806.79949 Ha

Each line ends with the Löwdin charge.
Positions of all 41 atoms, in Å:
C  -3.303  -0.454  1.909  -0.119
C  -3.525  0.588  0.849  -0.244
C  -2.786  0.278  -0.425  -0.351
C  -3.377  -1.026  -1.064  -0.020
C  -1.322  0.209  -0.273  -0.222
N  -0.714  1.529  0.183  0.157
C  0.484  2.193  -0.024  -0.445
O  0.545  3.398  0.146  0.082
C  1.668  1.380  -0.322  -0.275
N  2.888  2.243  -0.448  0.059
C  1.881  0.165  0.659  -0.106
C  3.021  -0.685  0.167  -0.470
C  2.668  -1.539  -1.032  -0.093
C  3.521  -1.439  1.345  -0.100
C  -0.749  0.123  -1.638  -0.521
O  -0.881  0.915  -2.546  0.150
O  0.201  -0.797  -1.745  0.085
H  -3.833  -1.422  1.887  0.071
H  -3.599  -0.129  2.973  0.104
H  -2.224  -0.727  1.807  0.075
H  -4.654  0.838  0.624  0.155
H  -3.140  1.489  1.359  0.105
H  -2.966  1.102  -1.150  0.161
H  -3.321  -1.880  -0.440  0.062
H  -4.439  -0.708  -1.367  0.121
H  -2.995  -1.412  -1.972  0.062
H  -0.947  -0.598  0.389  0.138
H  -1.362  2.163  0.567  0.113
H  1.594  0.868  -1.325  0.142
H  3.598  2.341  0.221  0.051
H  2.559  3.143  -0.795  0.071
H  0.860  -0.247  0.418  0.085
H  1.824  0.470  1.750  0.151
H  3.851  -0.132  -0.254  0.129
H  1.967  -2.366  -0.827  0.073
H  3.536  -2.272  -1.383  0.122
H  2.336  -1.088  -1.982  0.079
H  3.842  -0.810  2.138  0.058
H  4.455  -2.043  0.947  0.118
H  2.812  -2.213  1.777  0.102
H  0.026  -1.453  -1.101  0.086



Formula: C17H24N2O3
Source: the Open Molecules 2025 dataset
Level of theory: wB97M-V/def2-TZVPD

relative energy (zero: lowest compared OMol25 entry of this formula, charge and spin): 1729.6 kJ/mol
molar mass: 304.390 g mol⁻¹
lowest unoccupied orbital energy: 0.35 eV
E: -996.83853 Ha

Each line ends with the Löwdin charge.
Positions of all 46 atoms, in Å:
C  -2.874  -2.598  -1.049  -0.006
C  -3.421  -1.804  -0.035  -0.681
O  -3.799  -2.213  0.978  0.101
N  -3.649  -0.495  -0.285  -0.028
C  -3.181  0.042  -1.588  -0.042
H  -3.922  -0.049  -2.244  0.086
C  -3.184  1.597  -1.013  -0.133
H  -2.427  2.178  -2.028  0.196
H  -4.118  2.233  -1.402  0.153
C  -2.550  1.954  0.234  -0.399
C  -1.231  1.643  0.401  -0.362
O  -0.321  2.167  -0.133  0.122
N  -1.015  0.061  0.871  0.076
H  -1.826  -0.228  1.237  0.023
C  0.257  -0.362  1.049  -0.303
H  0.889  0.418  1.590  0.144
C  0.830  -1.177  -0.054  -0.339
O  2.077  -1.524  0.113  -0.088
C  3.251  -0.461  -0.087  -0.162
C  4.385  -1.074  0.271  -0.020
C  5.505  -0.341  0.016  -0.222
C  5.295  1.125  0.034  -0.068
C  4.154  1.695  -0.240  -0.066
C  2.954  0.846  -0.076  -0.003
H  2.056  1.441  -0.626  0.161
H  4.140  2.664  -0.481  0.068
H  6.303  1.472  -0.161  0.107
C  6.949  -0.774  0.270  -0.030
H  6.770  -2.050  0.528  0.163
H  7.585  -0.750  -0.480  0.005
H  7.395  -0.406  1.139  0.052
H  4.451  -2.210  0.199  0.156
H  0.731  -0.275  -0.926  0.161
H  0.186  -2.042  -0.345  0.130
H  0.181  -1.147  1.986  0.173
H  -2.432  3.285  0.392  0.260
C  -3.583  1.486  1.093  -0.257
C  -4.465  0.372  0.936  -0.063
H  -5.342  0.817  0.154  0.169
H  -4.951  -0.183  1.548  0.036
H  -3.021  1.067  2.329  0.205
H  -4.415  2.365  1.796  0.216
H  -2.314  -0.215  -1.653  0.009
H  -3.014  -3.789  -0.831  0.171
H  -1.990  -2.247  -1.340  0.018
H  -3.295  -2.516  -2.087  0.112



Formula: C2H8S2
Source: the Open Molecules 2025 dataset
Level of theory: wB97M-V/def2-TZVPD

SMILES string: CSC.S
relative energy (zero: lowest compared OMol25 entry of this formula, charge and spin): 116.7 kJ/mol
molar mass: 96.220 g mol⁻¹
lowest unoccupied orbital energy: 0.76 eV
E: -877.31429 Ha

Each line ends with the Löwdin charge.
Positions of all 12 atoms, in Å:
C  -0.551  -0.850  1.502  -0.424
S  0.806  0.268  1.126  0.699
C  -0.132  1.318  -0.034  -0.443
H  -1.201  -0.404  2.208  0.016
H  -1.166  -1.128  0.571  0.077
H  -0.119  -1.620  2.025  -0.011
H  0.616  1.808  -0.697  0.029
H  -0.682  2.066  0.643  0.058
H  -0.760  0.637  -0.659  0.022
S  1.374  -0.838  -2.513  0.412
H  0.251  -0.411  -3.078  -0.238
H  1.563  -0.846  -1.094  -0.196



Formula: C34H31FN4O2SiV
Source: the Open Molecules 2025 dataset
Level of theory: wB97M-V/def2-TZVPD

relative energy (zero: lowest compared OMol25 entry of this formula, charge and spin): 0.0 kJ/mol
spin multiplicity: 3
molar mass: 625.676 g mol⁻¹
<S²>: 2.01
lowest unoccupied orbital energy (alpha / beta): 2.50 / 2.31 eV
E: -3017.25631 Ha
charge: -1

Each line ends with the Löwdin spin population.
Positions of all 74 atoms, in Å:
V  0.093  0.054  -0.073  1.888
O  -1.115  -1.013  1.121  0.007
C  -1.034  -1.261  2.378  0.006
C  -2.213  -1.536  3.121  -0.001
C  -2.160  -1.806  4.462  0.004
C  -0.937  -1.858  5.155  0.001
C  0.219  -1.631  4.453  0.003
C  0.196  -1.318  3.081  0.001
C  1.446  -1.162  2.400  0.016
N  1.622  -0.733  1.204  -0.009
C  2.996  -0.721  0.710  0.000
C  2.928  -0.804  -0.797  0.000
N  1.925  0.150  -1.253  -0.009
C  2.100  0.658  -2.414  0.012
C  1.171  1.487  -3.125  0.002
C  1.501  1.921  -4.418  0.002
C  0.632  2.681  -5.162  0.002
C  -0.608  3.021  -4.596  0.003
C  -0.957  2.619  -3.332  0.000
C  -0.077  1.831  -2.544  0.004
O  -0.402  1.507  -1.344  0.012
H  -3.152  -1.482  2.588  0.000
H  -3.084  -1.979  5.002  0.000
H  -0.911  -2.080  6.213  0.000
H  1.181  -1.678  4.953  0.000
H  2.331  -1.456  2.974  0.000
H  3.568  -1.557  1.121  0.000
H  3.483  0.211  1.008  -0.001
H  2.588  -1.801  -1.092  0.000
H  3.905  -0.609  -1.252  0.000
H  3.034  0.434  -2.941  0.000
H  2.466  1.635  -4.827  0.000
H  0.890  3.006  -6.161  0.000
H  -1.309  3.615  -5.172  0.000
H  -1.911  2.883  -2.894  0.000
C  2.147  2.274  3.284  0.001
Si  1.031  2.759  1.832  0.006
C  2.225  3.006  0.391  0.002
C  0.339  4.479  2.182  0.001
N  -0.195  1.639  1.409  0.010
C  -1.375  1.656  2.117  0.002
C  -1.468  1.941  3.498  0.001
C  -2.660  1.946  4.206  0.000
C  -3.859  1.653  3.574  0.002
C  -3.821  1.360  2.216  0.000
C  -2.626  1.368  1.535  0.001
F  -2.684  1.110  0.207  0.002
H  3.039  2.909  3.281  0.000
H  2.475  1.236  3.180  0.000
H  1.675  2.368  4.264  0.000
H  2.629  4.022  0.450  0.000
H  1.739  2.891  -0.577  0.000
H  3.075  2.322  0.441  0.000
H  1.142  5.158  2.482  0.000
H  -0.429  4.494  2.955  0.000
H  -0.107  4.869  1.263  0.000
H  -0.551  2.129  4.044  0.000
H  -2.639  2.167  5.267  0.000
H  -4.796  1.645  4.115  0.000
H  -4.718  1.125  1.654  0.000
N  -1.283  -7.491  -6.762  0.003
C  -1.119  -6.642  -6.002  0.001
C  -0.914  -5.584  -5.055  0.005
C  0.149  -4.695  -5.218  -0.001
C  0.345  -3.680  -4.303  0.006
C  -0.509  -3.521  -3.202  0.004
C  -1.574  -4.422  -3.056  0.006
C  -1.776  -5.439  -3.967  -0.001
C  -0.303  -2.477  -2.256  0.025
C  -0.148  -1.578  -1.444  -0.022
H  0.813  -4.807  -6.064  0.000
H  1.163  -2.984  -4.429  0.000
H  -2.238  -4.303  -2.211  0.000
H  -2.601  -6.129  -3.845  0.000



Formula: C23H42BBr2FN3O2
Source: the Open Molecules 2025 dataset
Level of theory: wB97M-V/def2-TZVPD

SMILES string: [H]/N=C\Cn1c([C@H](Br)[C@H](C)Br)c(CCF)[n+](CB(O)O)c1CCCCCCCCCCCC
molar mass: 582.226 g mol⁻¹
lowest unoccupied orbital energy: -3.13 eV
E: -6488.68631 Ha
charge: +1

Each line ends with the Löwdin charge.
Positions of all 74 atoms, in Å:
H  -2.583  2.145  -1.811  0.018
N  -2.807  2.556  -0.877  0.092
C  -1.777  3.247  -0.435  -0.180
C  -0.407  3.367  -1.314  -0.144
N  0.184  2.044  -1.652  0.028
C  0.679  1.644  -2.957  -0.107
C  0.796  2.417  -4.350  -0.658
Br  1.322  4.333  -4.190  0.701
C  -0.528  2.173  -5.245  -0.740
C  -0.216  2.362  -6.827  -0.125
Br  -2.103  3.194  -4.604  0.700
C  1.186  0.173  -2.965  -0.046
C  1.780  -0.690  -4.206  -0.074
C  3.384  -0.585  -4.228  -0.136
F  3.904  -1.894  -4.527  -0.088
N  0.970  -0.219  -1.576  0.000
C  1.320  -1.606  -1.147  -0.015
B  2.400  -1.697  0.073  -0.489
O  3.733  -1.136  0.038  0.086
O  1.976  -2.436  1.257  0.075
C  0.404  0.873  -0.797  -0.012
C  0.059  0.825  0.784  -0.066
C  0.853  1.994  1.610  -0.167
C  2.192  1.458  2.334  -0.172
C  1.935  0.956  3.865  -0.183
C  2.262  -0.612  4.069  -0.193
C  1.013  -1.501  4.548  -0.203
C  -0.335  -1.281  3.705  -0.209
C  -1.562  -2.130  4.381  -0.191
C  -2.143  -3.242  3.380  -0.224
C  -2.898  -2.657  2.089  -0.234
C  -4.337  -1.975  2.439  -0.246
C  -5.094  -1.468  1.092  -0.141
H  -1.856  3.740  0.589  0.123
H  -0.717  3.973  -2.250  0.063
H  0.333  4.002  -0.713  0.123
H  1.657  1.907  -4.930  0.090
H  -0.788  1.052  -5.115  0.098
H  -0.478  1.401  -7.416  0.097
H  0.922  2.537  -6.960  0.087
H  -0.808  3.269  -7.194  0.077
H  1.266  -0.249  -5.138  0.116
H  1.390  -1.754  -4.062  0.125
H  3.760  0.192  -4.979  0.135
H  3.727  -0.287  -3.180  0.127
H  1.712  -2.270  -1.996  0.140
H  0.325  -2.097  -0.808  0.147
H  4.318  -1.929  0.176  0.133
H  1.225  -3.034  1.000  0.113
H  -1.064  1.067  0.942  0.119
H  0.225  -0.207  1.244  0.091
H  1.039  2.931  0.976  0.094
H  0.138  2.326  2.456  0.116
H  2.743  0.636  1.751  0.094
H  2.910  2.366  2.398  0.117
H  0.896  1.273  4.233  0.102
H  2.690  1.534  4.523  0.112
H  2.780  -1.028  3.122  0.094
H  3.058  -0.692  4.907  0.115
H  1.319  -2.607  4.393  0.123
H  0.767  -1.409  5.668  0.119
H  -0.670  -0.193  3.605  0.099
H  -0.200  -1.741  2.659  0.074
H  -1.095  -2.705  5.270  0.110
H  -2.395  -1.413  4.747  0.113
H  -1.317  -3.965  3.015  0.112
H  -2.897  -3.884  3.954  0.113
H  -2.267  -1.958  1.437  0.087
H  -3.166  -3.570  1.422  0.115
H  -5.033  -2.756  2.909  0.111
H  -4.137  -1.082  3.143  0.101
H  -5.711  -2.323  0.621  0.077
H  -5.792  -0.580  1.345  0.078
H  -4.369  -1.108  0.278  0.060